{
  "formula": "C33H42F8O33",
  "method": "wB97M-V/def2-TZVPD",
  "lumo_energy_ha": -0.001,
  "smiles": "O=C1OC[C@@H](F)O1.O=C1OC[C@@H](F)O1.O=C1OC[C@@H](F)O1.O=C1OC[C@@H](F)O1.O=C1OC[C@@H](F)O1.O=C1OC[C@@H](F)O1.O=C1OC[C@@H](F)O1.O=C1OC[C@@H](F)O1.COC(=O)OC.COC(=O)OC.COC(=O)OC",
  "de_lowest_kcal_mol": 0.0,
  "gap_ha": 0.4033,
  "energy_ha": -4564.628068,
  "e_homo_ev": -11.00,
  "species": ["C", "C", "O", "C", "O", "O", "F", "H", "H", "H", "C", "C", "O", "C", "O", "O", "F", "H", "H", "H", "C", "C", "O", "C", "O", "O", "F", "H", "H", "H", "C", "C", "O", "C", "O", "O", "F", "H", "H", "H", "C", "C", "O", "C", "O", "O", "F", "H", "H", "H", "C", "C", "O", "C", "O", "O", "F", "H", "H", "H", "C", "C", "O", "C", "O", "O", "F", "H", "H", "H", "C", "C", "O", "C", "O", "O", "F", "H", "H", "H", "C", "O", "C", "O", "O", "C", "H", "H", "H", "H", "H", "H", "C", "O", "C", "O", "O", "C", "H", "H", "H", "H", "H", "H", "C", "O", "C", "O", "O", "C", "H", "H", "H", "H", "H", "H"],
  "positions_angstrom": [[-0.556868, -0.094955, -5.558736], [0.458979, 0.857089, -4.964782], [1.622992, 0.625511, -5.760590], [1.265841, -0.031221, -6.885349], [1.988515, -0.379540, -7.721156], [-0.068008, -0.271669, -6.905057], [0.798653, 0.458205, -3.684668], [-1.496474, 0.442409, -5.662056], [-0.692329, -1.031183, -5.026375], [0.179672, 1.905537, -4.999674], [5.058839, -2.009714, 1.051908], [3.588583, -2.044888, 0.620462], [3.433676, -3.440283, 0.351348], [4.351199, -4.129566, 1.092346], [4.446560, -5.288887, 1.113815], [5.179939, -3.275891, 1.742568], [3.590556, -1.344446, -0.561396], [5.256096, -1.171632, 1.718094], [5.674549, -2.030716, 0.154943], [2.800995, -1.654671, 1.255195], [0.850049, -5.657117, 0.641723], [1.127009, -6.608683, 1.800343], [0.285339, -7.707058, 1.495958], [-0.158598, -7.601196, 0.227302], [-0.883216, -8.354107, -0.285811], [0.398323, -6.532624, -0.387406], [0.813796, -6.117956, 3.023774], [1.678740, -5.041072, 0.321024], [0.024896, -4.975770, 0.890038], [2.180904, -6.899727, 1.779589], [-5.208794, -5.071299, -1.063309], [-5.240424, -6.347334, -0.204849], [-4.503536, -5.965405, 0.971620], [-4.272441, -4.607924, 1.018081], [-3.578621, -4.065483, 1.829157], [-4.793791, -4.037279, -0.101122], [-4.558158, -7.409436, -0.774658], [-6.201029, -4.745177, -1.386624], [-4.498780, -5.090573, -1.893967], [-6.233179, -6.714760, 0.070880], [-1.367172, -2.339437, 4.642700], [-2.386367, -3.399612, 5.032653], [-3.116584, -2.696389, 6.022156], [-2.269755, -1.782990, 6.609175], [-2.489531, -1.237354, 7.627111], [-1.125788, -1.693131, 5.892246], [-1.873625, -4.635311, 5.406364], [-1.782706, -1.672168, 3.890059], [-0.470548, -2.733581, 4.166968], [-3.130472, -3.653670, 4.271886], [-4.235829, 2.245653, 0.578285], [-3.925474, 3.142971, 1.787778], [-3.973925, 2.280599, 2.891842], [-4.234132, 1.014425, 2.487310], [-4.303861, 0.144513, 3.222422], [-4.360001, 0.938313, 1.173049], [-4.866207, 4.147299, 1.908200], [-3.534719, 2.377417, -0.233280], [-5.246800, 2.437243, 0.207572], [-2.929295, 3.559747, 1.633664], [3.066914, 3.662569, 1.866009], [4.337090, 4.463093, 1.518085], [5.388709, 3.560207, 1.886151], [4.897648, 2.408615, 2.405070], [5.541995, 1.489624, 2.771003], [3.545259, 2.376307, 2.348142], [4.366683, 5.627676, 2.286789], [2.393062, 3.524872, 1.027961], [2.532333, 4.037361, 2.740830], [4.492460, 4.723614, 0.474272], [8.638794, 2.209680, -0.577430], [7.944548, 3.437866, -0.005684], [6.675830, 3.370609, -0.690209], [6.381075, 2.056623, -0.845950], [5.302908, 1.640320, -0.982552], [7.489956, 1.308167, -0.788845], [8.546671, 4.609085, -0.327416], [9.256373, 1.681756, 0.140082], [9.034937, 2.420483, -1.572012], [7.750722, 3.352436, 1.064928], [-4.203320, 3.914617, -3.544585], [-4.159527, 2.592480, -2.939021], [-3.200533, 1.797224, -3.295209], [-2.261348, 2.089512, -3.982270], [-3.375056, 0.662121, -2.642623], [-2.458832, -0.397665, -2.847448], [-3.629371, 4.551495, -2.875190], [-5.237143, 4.228867, -3.523261], [-3.771342, 3.852371, -4.538063], [-1.423084, -0.187950, -2.567383], [-2.410425, -0.714751, -3.884054], [-2.729710, -1.221432, -2.200016], [-2.165215, 7.013419, 1.175700], [-1.281022, 6.591119, 0.144846], [-1.630728, 5.523370, -0.530658], [-2.664548, 4.930711, -0.429519], [-0.577184, 5.165878, -1.247457], [-0.712522, 4.049498, -2.134077], [-1.999054, 6.415115, 2.067791], [-3.207588, 6.889610, 0.870057], [-2.019709, 8.074665, 1.330596], [0.208012, 4.043235, -2.700917], [-1.607619, 4.135019, -2.749559], [-0.901940, 3.075613, -1.661931], [1.519691, 1.380586, -0.204208], [0.983940, 0.144940, 0.197955], [-0.298376, -0.080085, 0.051156], [-1.123915, 0.731078, -0.252129], [-0.469395, -1.373372, 0.298076], [-1.795715, -1.886928, 0.517942], [0.958103, 2.163781, 0.306355], [1.416933, 1.458594, -1.286690], [2.572438, 1.489113, 0.027496], [-1.759068, -2.954320, 0.345010], [-2.497398, -1.365888, -0.128690], [-2.160032, -1.726663, 1.532038]],
  "forces_ev_per_angstrom": [[-0.8, 1.3, -1.2], [1.2, -1.3, 0.3], [-0.5, 0.6, 0.4], [-1.4, -0.1, 1.0], [1.8, -0.4, -1.8], [-0.1, -0.3, 1.0], [-0.3, 0.6, -0.3], [-0.2, -0.3, 0.2], [0.4, -0.1, 0.0], [0.1, 0.0, 0.4], [-1.1, -0.2, 1.2], [1.8, 0.0, -1.4], [-0.5, 0.5, 0.4], [0.6, 1.9, -0.2], [-0.3, -2.2, 0.2], [-0.1, 0.4, -0.4], [-0.8, -0.3, 0.1], [0.3, -0.2, 0.0], [0.0, 0.2, 0.1], [0.0, -0.1, 0.1], [-0.7, 0.7, 0.3], [0.5, 0.0, -0.8], [0.3, 0.3, 0.7], [1.0, 0.7, 0.2], [-1.3, -1.3, -0.9], [0.0, 0.3, 0.2], [-0.1, 0.1, -0.2], [0.3, -0.3, -0.1], [0.0, -0.1, 0.2], [-0.1, -0.3, 0.4], [-0.4, 0.8, 1.1], [1.2, -0.2, 0.3], [-0.6, 0.4, -0.1], [0.9, -0.9, -1.1], [-1.1, -0.3, -0.4], [0.2, -0.5, 0.0], [-0.5, 1.0, 0.2], [0.2, -0.3, -0.2], [-0.1, -0.2, 0.2], [0.2, 0.1, 0.0], [0.3, -1.0, -0.4], [-1.5, 0.0, -1.4], [1.0, -0.6, 0.4], [0.1, -0.9, 0.0], [-0.1, 0.5, 0.4], [-0.1, 0.4, -0.5], [0.1, 1.2, 0.6], [-0.4, 0.3, 0.3], [0.3, -0.2, 0.7], [0.4, 0.2, -0.1], [-1.7, 0.2, 0.7], [0.0, -0.3, -1.0], [0.2, 1.3, -0.3], [0.4, 3.0, -1.9], [-0.3, -4.1, 3.1], [0.6, 0.1, -1.4], [0.6, -0.5, 0.2], [0.4, -0.7, 0.1], [0.2, 0.5, -0.1], [-0.2, 0.5, 0.7], [0.1, -0.5, 0.8], [-0.1, -0.4, 1.0], [-0.4, 1.0, 0.2], [-1.1, -0.4, -0.5], [0.7, -0.2, 0.2], [0.4, 0.9, -0.6], [0.3, -1.1, -0.6], [0.1, 0.0, 0.0], [0.0, 0.7, -0.4], [-0.1, 0.2, 0.1], [-1.2, -0.7, -0.1], [-0.5, -0.3, -0.7], [0.5, 0.5, 0.6], [1.7, 0.6, 0.3], [-2.4, -0.8, -0.4], [0.8, 0.6, 0.2], [-0.2, -0.4, 0.2], [0.5, 0.2, -0.3], [0.5, 0.0, 0.3], [0.2, 0.4, 0.0], [0.5, -0.6, 0.7], [-1.7, 1.1, 0.0], [0.8, -0.3, 0.9], [0.7, -0.1, -1.0], [-0.2, -0.7, 0.2], [1.1, -0.4, -0.1], [0.0, 0.3, -0.3], [-0.2, -0.1, -0.2], [-0.1, 0.2, -0.1], [-0.2, 0.7, 0.0], [-0.5, 0.0, -0.1], [-0.6, 0.0, -0.1], [-1.0, 0.0, -0.2], [0.3, 1.0, 0.3], [0.9, -0.5, 0.4], [-1.0, -0.6, -0.3], [0.2, -0.3, -0.4], [-0.9, -0.4, 0.0], [0.1, 0.2, 0.1], [0.1, -0.2, 0.0], [0.4, 0.0, 0.2], [0.0, -0.1, -0.2], [0.4, 0.5, -0.3], [0.5, 0.3, 0.6], [-0.7, 0.9, -0.6], [1.6, -0.8, 0.5], [0.1, -0.5, 0.2], [-0.8, 0.5, -0.2], [-0.3, -0.6, 0.4], [-0.3, 0.6, -0.1], [0.0, 0.2, -0.2], [-0.1, 0.3, 0.0], [0.1, -0.7, 0.3], [0.1, 0.0, -0.2], [-0.1, -0.2, -0.1], [0.4, 0.1, 0.1]],
  "lowdin_charge": [-0.066, -0.265, 0.137, -0.590, 0.212, 0.076, 0.043, 0.119, 0.134, 0.161, -0.024, -0.260, 0.103, -0.574, 0.202, 0.074, 0.048, 0.133, 0.148, 0.168, -0.051, -0.299, 0.145, -0.585, 0.203, 0.077, 0.078, 0.113, 0.137, 0.165, -0.009, -0.251, 0.115, -0.507, 0.151, 0.044, 0.050, 0.135, 0.142, 0.167, -0.059, -0.277, 0.123, -0.543, 0.194, 0.083, 0.047, 0.120, 0.139, 0.148, -0.028, -0.294, 0.146, -0.630, 0.219, 0.087, 0.051, 0.106, 0.146, 0.148, -0.021, -0.222, 0.101, -0.562, 0.178, 0.060, 0.042, 0.104, 0.146, 0.166, 0.002, -0.289, 0.102, -0.611, 0.194, 0.070, 0.085, 0.141, 0.147, 0.164, 0.017, 0.020, -0.648, 0.113, 0.036, -0.033, 0.073, 0.098, 0.100, 0.084, 0.079, 0.088, -0.023, 0.022, -0.633, 0.127, 0.022, -0.019, 0.101, 0.097, 0.095, 0.102, 0.064, 0.089, -0.028, 0.012, -0.628, 0.132, 0.015, -0.009, 0.090, 0.100, 0.080, 0.082, 0.078, 0.083]
}

---

{
  "formula": "C33H42FN2SW",
  "method": "wB97M-V/def2-TZVPD",
  "lumo_energy_ha": -0.159,
  "de_lowest_kcal_mol": 0.0,
  "gap_ha": 0.2665,
  "energy_ha": -1957.105586,
  "charge": 1,
  "e_homo_ev": -11.59,
  "species": ["W", "C", "C", "C", "C", "C", "C", "C", "C", "C", "C", "C", "C", "N", "C", "C", "N", "C", "C", "C", "C", "C", "C", "C", "C", "C", "C", "C", "C", "H", "H", "H", "H", "H", "H", "H", "H", "H", "H", "H", "H", "H", "H", "H", "H", "H", "H", "H", "H", "H", "H", "H", "H", "H", "H", "H", "H", "H", "H", "H", "H", "H", "H", "H", "H", "F", "C", "C", "C", "C", "C", "C", "C", "H", "H", "H", "H", "H", "H", "S"],
  "positions_angstrom": [[0.909949, 0.110395, -0.934334], [-0.110227, 0.559332, -4.696139], [-1.107475, 1.650891, -4.292975], [-0.432124, 2.943901, -3.822443], [-2.200472, 1.146313, -3.358767], [-3.458650, 1.020926, -3.940555], [-4.556716, 0.552038, -3.243047], [-4.415714, 0.186612, -1.920430], [-3.191376, 0.299814, -1.268749], [-3.151265, -0.164871, 0.185145], [-3.474471, -1.663267, 0.283957], [-4.127099, 0.648586, 1.040521], [-2.086402, 0.797738, -1.996219], [-0.824044, 0.933773, -1.267999], [-0.530360, 2.107768, -0.600516], [0.350469, 2.063625, 0.458632], [0.843975, 0.843412, 0.884560], [1.787785, 0.857302, 1.986372], [1.524946, 1.570753, 3.162845], [2.601944, 1.776627, 4.024749], [3.860132, 1.259875, 3.776524], [4.054059, 0.449802, 2.670836], [3.019221, 0.226998, 1.777071], [3.240955, -0.804516, 0.692462], [4.503105, -0.605840, -0.140387], [3.235264, -2.190104, 1.332161], [0.161890, 2.060985, 3.673332], [-1.060831, 1.270391, 3.208060], [-0.055754, 3.571398, 3.502061], [0.555405, 0.921906, -5.485237], [-0.628469, -0.328575, -5.065631], [0.516803, 0.264780, -3.875905], [-1.636263, 1.905509, -5.209281], [0.279546, 2.768970, -3.019134], [-1.174019, 3.673762, -3.480861], [0.123567, 3.395453, -4.648556], [-3.571459, 1.296625, -4.984639], [-5.519854, 0.465972, -3.737472], [-5.274272, -0.195690, -1.374700], [-2.157096, -0.026050, 0.584039], [-4.508832, -1.865326, -0.013037], [-3.349720, -2.014837, 1.314363], [-2.823922, -2.256080, -0.366142], [-5.155444, 0.494834, 0.702397], [-3.914413, 1.719705, 0.980525], [-4.073254, 0.344303, 2.087108], [-0.981756, 3.032244, -0.931248], [0.719331, 2.958053, 0.936189], [2.425499, 2.340317, 4.937077], [4.676948, 1.449627, 4.465159], [5.018056, -0.026838, 2.508507], [2.354462, -0.793207, -0.008905], [5.363519, -0.945524, 0.440282], [4.655834, 0.435070, -0.409931], [4.464187, -1.204672, -1.051393], [4.075533, -2.235234, 2.026472], [3.359590, -2.972837, 0.588628], [2.320568, -2.375977, 1.892977], [0.231526, 1.887195, 4.746547], [-1.393814, 1.578564, 2.220990], [-1.888002, 1.451080, 3.897265], [-0.867773, 0.193921, 3.192508], [-0.364810, 3.823854, 2.482412], [0.847818, 4.137848, 3.738410], [-0.850729, 3.913420, 4.169661], [0.724873, -6.035129, 1.926800], [0.749488, -5.037700, 1.036002], [1.577715, -5.141550, -0.064193], [1.603098, -4.100007, -0.981345], [0.802576, -2.976228, -0.808534], [0.785794, -1.848271, -1.809040], [-0.035765, -2.924127, 0.304546], [-0.063202, -3.944601, 1.241950], [2.191408, -6.026209, -0.191213], [2.250963, -4.169169, -1.850063], [-0.215882, -1.818897, -2.245919], [1.465998, -2.012455, -2.629606], [-0.699261, -2.076109, 0.438977], [-0.714277, -3.915629, 2.107575], [2.411468, 1.333262, -1.902109]],
  "forces_ev_per_angstrom": [[1.1, 1.8, -1.7], [-0.3, 0.2, -0.3], [0.1, 0.0, 0.2], [0.0, 0.0, -0.1], [0.0, 0.0, 0.1], [-0.1, -0.1, -0.1], [-0.1, 0.0, -0.1], [-0.1, 0.0, 0.0], [0.2, 0.0, 0.0], [-0.3, 0.0, -0.3], [0.0, 0.0, 0.0], [0.0, 0.1, 0.0], [-0.1, -0.3, 0.2], [-0.4, 0.1, -0.1], [-0.4, -0.4, 0.3], [-0.2, -0.4, 0.3], [0.2, 0.0, 0.1], [-0.2, 0.1, -0.2], [-0.2, 0.0, 0.0], [0.0, 0.0, 0.1], [0.0, 0.0, 0.1], [0.1, -0.1, 0.1], [0.0, -0.1, -0.1], [0.1, 0.0, 0.1], [0.0, 0.0, 0.0], [0.0, 0.0, 0.0], [0.1, 0.1, -0.2], [0.0, -0.1, 0.1], [0.0, 0.0, 0.0], [-0.1, 0.0, 0.1], [0.0, 0.1, 0.0], [0.3, -0.2, 0.5], [-0.1, 0.1, -0.1], [0.1, 0.0, 0.1], [0.1, -0.1, -0.1], [0.0, 0.0, 0.1], [0.0, 0.0, 0.1], [0.1, 0.0, 0.1], [0.1, 0.1, -0.1], [0.5, 0.2, 0.1], [0.1, 0.0, 0.0], [0.0, 0.1, -0.1], [-0.1, 0.0, 0.1], [0.1, 0.0, 0.1], [0.0, -0.1, 0.0], [0.0, 0.0, 0.0], [0.2, 0.2, -0.2], [0.2, 0.1, -0.2], [0.0, -0.1, -0.1], [-0.1, 0.0, -0.1], [-0.2, 0.1, 0.0], [0.6, -0.5, 0.3], [0.0, 0.0, -0.1], [0.0, 0.0, 0.0], [0.0, 0.0, 0.0], [0.0, -0.1, 0.0], [0.0, 0.0, 0.0], [0.0, 0.0, 0.0], [0.1, 0.0, 0.1], [-0.1, 0.0, -0.1], [0.0, 0.0, 0.0], [0.0, 0.1, 0.0], [0.0, 0.0, 0.1], [-0.1, 0.0, 0.0], [0.0, 0.0, -0.1], [0.0, -0.1, 0.1], [0.0, -0.1, 0.0], [0.1, 0.0, -0.1], [0.1, -0.1, 0.0], [-0.1, 0.2, -0.1], [-0.2, 0.1, 0.8], [0.1, 0.1, 0.0], [-0.1, 0.1, 0.1], [-0.1, 0.1, 0.0], [-0.1, 0.0, 0.1], [-0.3, 0.2, -0.2], [0.4, 0.0, -0.2], [-0.1, 0.1, 0.0], [0.0, 0.0, -0.1], [-1.4, -1.2, 0.7]],
  "lowdin_charge": [1.267, -0.055, -0.361, -0.060, -0.129, -0.025, -0.043, -0.031, -0.127, -0.380, -0.057, -0.056, -0.122, -0.149, -0.170, -0.193, -0.121, -0.137, -0.123, -0.023, -0.041, -0.021, -0.147, -0.398, -0.076, -0.028, -0.357, -0.067, -0.053, 0.092, 0.092, -0.004, 0.121, 0.007, 0.090, 0.090, 0.121, 0.117, 0.117, 0.086, 0.085, 0.087, 0.074, 0.080, 0.087, 0.082, 0.142, 0.133, 0.127, 0.118, 0.125, 0.008, 0.091, 0.055, 0.090, 0.099, 0.079, 0.091, 0.132, 0.047, 0.091, 0.089, 0.065, 0.085, 0.089, 0.085, -0.281, 0.011, -0.046, -0.326, -0.248, -0.071, 0.008, 0.131, 0.125, 0.076, 0.067, 0.084, 0.129, 0.365]
}